No. 1
Below is a 12-piece molecular cluster, C3H30O12 overall at a distorted geometry, with properties calculated with ωB97M-V/def2-TZVPD.

Geometry (Å):
O: -6.6963 -11.5367 18.1596
O: -8.8552 -9.0922 24.3854
O: -12.0887 -9.4679 20.6752
O: -5.6272 -8.7699 19.5147
O: -10.9573 -10.5802 23.2716
O: -10.5202 -8.4706 18.4415
O: -9.1271 -10.2720 21.0246
O: -7.1873 -7.4933 22.6089
O: -7.0156 -11.4024 24.5416
O: -8.0701 -13.0126 21.8012
O: -9.5076 -11.8697 18.6438
O: -8.2197 -7.4583 19.8628
C: -4.9820 -10.0669 24.7831
C: -5.6175 -11.3246 24.1757
C: -5.4563 -11.3403 22.6576
H: -10.3603 -12.2997 18.5117
H: -10.5808 -7.5061 18.4991
H: -6.8148 -11.2708 17.2396
H: -5.0881 -12.1338 24.6894
H: -4.4535 -11.0213 22.3748
H: -5.5464 -9.1699 24.5076
H: -8.2246 -12.1128 21.4629
H: -11.8254 -10.1819 23.1036
H: -5.0318 -10.0978 25.8804
H: -9.6446 -11.1576 19.3231
H: -6.5487 -8.5459 19.7459
H: -8.6771 -9.5145 21.4367
H: -7.5053 -10.5961 24.3053
H: -11.0986 -11.5438 23.2136
H: -9.0687 -9.0183 25.3272
H: -12.6448 -10.1700 20.2888
H: -12.7136 -8.7535 20.8971
H: -8.7664 -7.8274 19.1408
H: -5.7073 -9.5963 18.9937
H: -9.5188 -9.7193 24.0063
H: -7.5987 -11.4949 18.5470
H: -11.0319 -8.8112 19.2358
H: -7.5678 -7.5913 21.7067
H: -7.7656 -8.0340 23.1876
H: -3.9205 -10.0186 24.5332
H: -6.1853 -10.6617 22.2202
H: -5.6547 -12.3414 22.2852
H: -7.7093 -6.7312 19.4617
H: -7.7870 -12.8690 22.7237
H: -9.9691 -10.3763 21.5241

Atoms 1-2, force components in eV/Å:
-0.41 0.44 0.26
-0.53 -0.62 -0.14

Properties
* HOMO energy: -9.7 eV
* calculated total energy: -28168.7310 eV
* SMILES: CC(C)O.O.O.O.O.O.O.O.O.O.O.O
* HOMO-LUMO gap: 8.85 eV
* energy above the lowest of the compared OMol25 structures with the same formula, charge and spin: 0.242 eV

Let us look at the natural (NBO) charges, expressed in e, one per atom: -0.96, -0.99, -0.96, -0.98, -0.97, -0.97, -0.99, -0.97, -0.77, -0.97, -0.97, -0.99, -0.63, 0.10, -0.64, 0.48, 0.47, 0.47, 0.17, 0.22, 0.21, 0.48, 0.49, 0.20, 0.50, 0.47, 0.49, 0.48, 0.50, 0.49, 0.49, 0.49, 0.51, 0.49, 0.51, 0.50, 0.50, 0.47, 0.48, 0.21, 0.21, 0.22, 0.49, 0.48, 0.50

No. 2
Below is a 12-piece molecular cluster, C3H32N2O11S overall at a distorted geometry, with properties calculated with ωB97M-V/def2-TZVPD.

Geometry (Å):
S: -1.1174 -4.2534 -1.9843
O: 4.9132 0.6442 0.8360
O: 3.2081 -1.6997 2.2125
O: -3.3518 2.2163 1.4471
O: -0.7670 2.1189 3.0432
O: -4.1019 1.1765 -1.4058
O: 2.8551 2.4930 -1.1894
O: 3.1184 -1.6117 -1.2248
O: 1.7494 3.7428 0.8153
O: 1.3095 -0.5574 3.8145
O: 1.3516 -0.2650 -4.3578
O: 0.1294 0.9229 -1.8058
N: -2.9377 -1.5493 -1.8088
N: -1.0252 0.0238 0.7594
C: -2.0530 -0.8923 0.1812
C: -1.7494 -1.6943 -1.0317
C: -1.4760 -3.1556 -0.5171
H: -2.6647 -1.8174 -2.7099
H: 5.4003 0.1308 1.5743
H: -3.9173 0.2898 -1.7089
H: -0.1389 0.6315 -0.8563
H: -2.9413 -0.1228 -0.0049
H: 2.8150 -2.6354 2.2368
H: 4.2482 -0.0421 0.7141
H: 2.3006 -1.3677 -0.7581
H: -0.0548 -3.6817 -2.6840
H: -2.8462 2.3827 0.6668
H: 2.1557 3.6714 0.0144
H: -2.4517 -1.5159 1.0317
H: 1.1493 0.4313 3.5891
H: 2.9061 -1.2899 2.9803
H: -0.7765 -1.5178 -1.6917
H: -0.7611 1.2209 -2.0011
H: 3.6022 -0.8212 -1.3341
H: -3.7157 -2.1734 -1.3169
H: -1.4508 2.5152 2.5615
H: -0.0144 2.6624 2.8194
H: 0.9134 4.1556 0.6759
H: -3.8854 2.9697 1.7867
H: 3.4214 2.0891 -0.4549
H: -0.6698 -3.1261 0.2219
H: 0.8246 -0.6638 4.6804
H: -1.5678 0.7262 1.1226
H: 2.1140 0.2600 -4.6250
H: 1.0818 0.0309 -3.4911
H: -4.7056 1.2519 -0.8116
H: -2.4582 -3.5948 -0.0553
H: 2.4858 1.6477 -1.5617
H: -0.4537 -0.3564 1.6060

Atoms 1-2, force components in eV/Å:
0.31 -0.08 0.09
1.03 -1.71 1.93

Properties
* HOMO energy: -9.3 eV
* calculated total energy: -39966.0466 eV
* SMILES: NC[C@H](N)CS.O.O.O.O.O.O.O.O.O.O.O
* HOMO-LUMO gap: 9.23 eV
* energy above the lowest of the compared OMol25 structures with the same formula, charge and spin: 2.711 eV

Let us look at the natural (NBO) charges, expressed in e, one per atom: -0.10, -0.96, -0.97, -0.98, -0.95, -0.96, -0.96, -0.93, -0.96, -0.98, -0.96, -1.01, -0.86, -0.87, -0.26, -0.12, -0.50, 0.39, 0.48, 0.50, 0.50, 0.23, 0.48, 0.48, 0.47, 0.15, 0.49, 0.49, 0.18, 0.50, 0.49, 0.23, 0.47, 0.46, 0.37, 0.48, 0.48, 0.46, 0.50, 0.49, 0.22, 0.49, 0.37, 0.47, 0.49, 0.46, 0.22, 0.49, 0.39

No. 3
Below is a 13-piece molecular cluster, C3H32O13 overall at a distorted geometry, with properties calculated with ωB97M-V/def2-TZVPD.

Geometry (Å):
O: -0.9561 1.8081 2.7580
O: 1.9039 1.7321 2.2364
O: 2.4671 -4.2477 -0.2214
O: 3.4616 1.5181 -0.0577
O: -1.4628 2.6042 -2.4403
O: 1.7129 -0.7062 -3.4157
O: -1.5494 -2.2773 3.1111
O: 1.6020 -1.1525 2.6654
O: -0.5972 -0.4890 1.0011
O: -2.1027 3.9945 -0.1992
O: 1.3241 1.8501 -1.9927
O: -0.7115 -1.5304 -3.3223
O: -3.3249 -1.0930 0.5060
C: -2.9822 3.0139 0.2030
C: -0.2227 -0.2369 -0.2813
C: 1.3836 -3.4639 0.2359
H: 1.3105 -3.5058 1.3226
H: -1.1770 -3.1548 3.0233
H: 0.7157 0.3083 -0.3821
H: 1.8544 0.7777 2.2895
H: -1.2913 2.8105 -3.3592
H: -2.2098 2.0062 -2.4640
H: -1.6322 -1.6162 -3.0748
H: -0.4624 -2.4031 -3.6265
H: 0.1398 -0.6615 1.5916
H: 1.5304 -1.3336 3.6026
H: -2.8314 2.1400 -0.4309
H: -0.0608 -1.1988 -0.7677
H: -1.7274 3.6927 -1.0296
H: 0.3782 -3.6353 -0.1487
H: 3.2585 -3.9956 0.2600
H: 0.8456 -1.0842 -3.2700
H: 2.5051 1.9012 1.5110
H: 1.6886 -2.4307 0.0700
H: 4.0594 0.8482 -0.3895
H: 1.7558 0.0356 -2.8123
H: 2.3863 -1.6264 2.3886
H: 2.8585 1.6819 -0.7827
H: -0.0164 1.9640 2.6636
H: 1.5840 2.4054 -2.7277
H: -0.7947 -1.7117 3.2745
H: -3.4303 -1.9679 0.8798
H: -4.0359 3.2050 0.0000
H: -2.4515 -0.8170 0.7839
H: 0.3837 2.0017 -1.8982
H: -1.0336 0.2995 -0.7742
H: -1.1219 1.0205 2.2398
H: -2.9234 2.7198 1.2509

Atoms 1-2, force components in eV/Å:
-0.53 0.09 0.55
-0.41 0.28 0.56

Properties
* HOMO energy: -9.5 eV
* calculated total energy: -30246.3660 eV
* HOMO-LUMO gap: 9.00 eV
* energy above the lowest of the compared OMol25 structures with the same formula, charge and spin: 4.117 eV

Let us look at the natural (NBO) charges, expressed in e, one per atom: -0.98, -0.98, -0.72, -0.97, -0.96, -0.98, -0.92, -0.96, -0.78, -0.73, -0.98, -0.95, -0.97, -0.23, -0.25, -0.25, 0.14, 0.46, 0.18, 0.47, 0.49, 0.50, 0.49, 0.48, 0.50, 0.49, 0.12, 0.16, 0.48, 0.20, 0.46, 0.48, 0.50, 0.16, 0.48, 0.47, 0.49, 0.50, 0.49, 0.48, 0.46, 0.47, 0.15, 0.49, 0.51, 0.17, 0.47, 0.20

No. 4
Below is a 14-piece molecular cluster, C3H33NO14 overall at a distorted geometry, with properties calculated with ωB97M-V/def2-TZVPD.

Geometry (Å):
O: -0.0649 0.9310 -4.5405
O: -1.3661 0.2639 -2.3556
O: 0.8906 -1.5955 -2.2799
O: 1.0068 -3.9454 1.5055
O: -1.8315 3.9156 1.2087
O: 3.5213 0.8529 2.6387
O: -1.9151 1.1455 0.6458
O: -0.4005 -3.1357 -3.7313
O: -0.1327 -0.1220 3.0232
O: 2.3407 0.6417 -2.8510
O: 3.0260 -1.7883 -0.3562
O: -3.2073 2.2382 -1.4350
O: 0.8935 1.6790 1.2884
O: 4.3525 1.6082 -0.9267
N: -2.1989 -0.9982 1.0582
C: -2.6632 0.8051 2.8672
C: -2.2402 -2.1061 2.0157
C: -2.2915 0.2585 1.4606
H: 4.3776 1.2743 2.7201
H: 0.6281 -4.8234 1.3307
H: -1.7147 2.9460 1.1537
H: -1.9358 -1.2146 0.0743
H: -1.3941 0.6646 -1.4872
H: 1.1912 2.3447 1.9111
H: -1.8807 0.3447 3.4833
H: 3.5965 1.5772 -0.3078
H: -2.6679 1.9152 2.7693
H: -0.4601 0.4645 -2.6693
H: -2.4183 4.0581 0.4649
H: -1.3228 -2.1976 2.6930
H: 2.6805 -2.0420 0.4909
H: -3.2298 -2.3537 2.4502
H: 3.0748 1.3300 1.8716
H: -0.9212 1.3610 -4.5282
H: 0.2574 0.5427 2.3468
H: 1.2680 -3.8910 2.4195
H: -1.7967 -2.9894 1.5413
H: -0.3221 0.0272 -4.7324
H: 0.0316 1.8990 0.9092
H: -2.6693 2.2353 -2.2484
H: 0.1023 -2.4915 -3.1585
H: 1.9036 1.4226 -3.1647
H: 2.5091 0.6165 -1.9193
H: -2.6911 1.6425 -0.8438
H: 0.2885 0.1972 3.8324
H: 3.5057 -0.9770 -0.3839
H: 1.5519 -1.8193 -1.5430
H: -1.3587 -2.9540 -3.7728
H: -3.7342 0.5922 2.9705
H: 1.4039 -1.0146 -2.8812
H: 4.4272 0.6641 -1.0280

Atoms 1-2, force components in eV/Å:
0.23 0.18 -0.33
0.48 0.26 -0.23

Properties
* HOMO energy: -9.9 eV
* calculated total energy: -33800.8449 eV
* HOMO-LUMO gap: 9.53 eV
* energy above the lowest of the compared OMol25 structures with the same formula, charge and spin: 3.306 eV

Let us look at the natural (NBO) charges, expressed in e, one per atom: -0.95, -0.97, -0.99, -0.96, -0.97, -0.94, -0.81, -1.02, -0.99, -0.96, -0.95, -0.97, -0.97, -0.89, -0.59, -0.74, -0.47, 0.75, 0.48, 0.48, 0.48, 0.44, 0.46, 0.49, 0.29, 0.45, 0.25, 0.49, 0.48, 0.24, 0.51, 0.21, 0.46, 0.48, 0.50, 0.48, 0.23, 0.49, 0.52, 0.47, 0.49, 0.50, 0.47, 0.48, 0.47, 0.46, 0.51, 0.46, 0.23, 0.50, 0.45

No. 5
Below is a 15-piece molecular cluster, C3H36O17 overall at a distorted geometry, with properties calculated with ωB97M-V/def2-TZVPD.

Geometry (Å):
O: 3.3489 0.9361 -0.8972
O: -0.1413 -0.4612 2.8448
O: 2.8317 2.3267 1.3704
O: -1.9408 0.0327 -2.5854
O: -1.5162 -3.5225 -2.5483
O: 3.1692 -1.1972 0.7071
O: 0.7036 -2.7579 -1.2252
O: 0.4350 -0.9917 -3.2530
O: -1.0335 2.0552 2.5947
O: 0.4064 3.4322 1.0132
O: 1.3674 1.4551 -2.6680
O: -4.5718 0.5435 0.5548
O: -2.6747 2.4364 0.4819
O: 0.6764 -1.9795 1.3582
O: 2.4855 0.1367 2.9169
O: -0.3476 1.4548 -0.7694
O: -3.2832 -1.9403 -1.3422
C: 0.2195 0.3943 -0.0006
C: -0.5052 -1.2662 1.7474
C: -0.9309 -0.4872 0.5145
H: 2.1426 1.2865 -2.0981
H: 2.2449 -1.4093 0.8947
H: -3.9408 1.3555 0.6099
H: 0.5629 -1.5860 -2.4541
H: 3.0457 1.9049 0.4843
H: -2.2210 2.3487 1.3151
H: -1.2687 -1.1866 -0.2831
H: -1.2794 2.5207 3.3779
H: 1.3162 3.1738 1.1472
H: 3.2861 0.0899 -0.4028
H: 4.2217 0.9974 -1.2923
H: 0.2597 1.6298 -1.6105
H: -0.4228 2.6969 2.0637
H: 2.7842 1.5889 1.9268
H: 1.0033 -2.5535 2.0870
H: 1.0840 0.5344 -3.0308
H: 0.1257 2.9768 0.1927
H: -1.7519 0.1976 0.7628
H: -1.6233 0.6231 -1.9142
H: 3.4539 -0.8071 1.5655
H: -0.4741 -0.6702 -3.1559
H: 0.7626 0.8300 0.8588
H: -4.1674 -2.1795 -1.5324
H: 0.6787 -2.5263 -0.2532
H: -4.2198 -0.0582 -0.0979
H: -0.7278 -3.3345 -1.9899
H: -1.2294 -2.0289 2.1426
H: 1.5099 -3.2910 -1.3591
H: 1.5372 -0.1404 2.9141
H: 0.9166 -0.1709 -0.6058
H: -2.6661 -2.5851 -1.8839
H: -1.2751 -3.1940 -3.4226
H: -2.0409 2.1921 -0.2172
H: -0.4840 0.4858 2.7567
H: 2.7425 0.2229 3.8403
H: -2.5847 -0.5341 -2.1510

Atoms 1-2, force components in eV/Å:
0.06 0.21 -0.24
-0.24 0.61 -0.21

Properties
* HOMO energy: -10.0 eV
* calculated total energy: -38505.7770 eV
* HOMO-LUMO gap: 9.68 eV
* energy above the lowest of the compared OMol25 structures with the same formula, charge and spin: 0.000 eV

Let us look at the natural (NBO) charges, expressed in e, one per atom: -0.99, -0.79, -1.00, -0.99, -0.96, -0.99, -0.99, -1.01, -1.02, -0.97, -0.99, -1.01, -0.97, -0.79, -1.01, -0.85, -1.02, -0.09, 0.40, -0.51, 0.50, 0.49, 0.50, 0.49, 0.50, 0.49, 0.24, 0.49, 0.51, 0.52, 0.50, 0.53, 0.51, 0.48, 0.51, 0.51, 0.50, 0.26, 0.48, 0.51, 0.50, 0.18, 0.48, 0.52, 0.46, 0.50, 0.17, 0.50, 0.51, 0.18, 0.51, 0.49, 0.50, 0.53, 0.49, 0.50

No. 6
Below is a 14-piece molecular cluster, C3H37N2O14 overall at a distorted geometry, with properties calculated with ωB97M-V/def2-TZVPD.

Geometry (Å):
O: 2.0132 1.1738 -3.9448
O: 2.6600 -2.8708 1.2511
O: -0.4913 2.6564 2.8568
O: 2.6298 -0.1573 3.7754
O: -2.3129 0.7069 1.3874
O: 0.6644 -3.8502 -0.7797
O: -0.7358 -0.0776 3.4188
O: -3.1186 -1.8660 1.2627
O: -0.7901 -2.6647 3.2530
O: -1.6444 0.8726 -4.0883
O: 3.0423 0.6006 1.0937
O: -1.8725 2.6389 -1.5494
O: -3.0262 -0.2503 -0.9072
O: 0.7544 3.4242 0.8013
N: 0.1618 -0.6356 -0.4236
N: -0.1845 1.1195 -2.2021
C: 0.4434 -0.1503 -2.7743
C: 1.9687 0.1293 -2.9779
C: 0.2245 -1.2998 -1.6358
H: -1.5894 0.2126 1.8202
H: 0.2420 2.2051 3.2355
H: -0.9769 0.4722 4.1621
H: -1.4089 -3.0880 2.6370
H: 2.5538 -0.7897 -3.1989
H: -0.7068 -1.8144 -1.9768
H: 0.3774 1.5403 -1.4710
H: -3.6218 -1.0668 1.4879
H: 2.4024 0.8953 -4.7389
H: -0.6479 -0.4824 0.0775
H: 2.5550 -0.9367 3.0849
H: -2.4873 0.7067 -4.6224
H: -2.3904 3.0933 -2.2236
H: -1.0764 0.8907 -1.5672
H: -2.3087 1.6040 1.7011
H: -0.2838 1.8670 -3.0925
H: -1.5387 3.1837 -0.8874
H: 0.8505 -1.0093 0.1728
H: 3.2415 -2.1045 1.0478
H: 1.2805 -3.3029 -0.3417
H: -0.0807 -0.3402 -3.9084
H: 1.1949 4.3273 0.9321
H: 0.5107 -4.4034 -0.0397
H: 2.4942 0.5290 -2.0723
H: 1.6111 -0.1908 4.1275
H: 3.2867 -3.4427 0.7670
H: -3.0716 0.1515 -0.0906
H: -0.9340 -1.0245 3.8418
H: 0.0676 -3.0424 3.2816
H: -0.6145 3.3716 3.5403
H: 0.9524 -2.1076 -1.8306
H: -2.9015 -1.6904 0.3036
H: -2.5012 0.2507 -1.4789
H: 0.3007 3.3059 1.7157
H: 2.5463 1.3787 0.8730
H: 3.5400 0.7457 1.8878
H: -1.2540 0.6060 -4.9734

Atoms 1-2, force components in eV/Å:
-0.38 0.59 1.36
1.79 0.60 -1.23

Properties
* HOMO energy: -12.1 eV
* calculated total energy: -35347.4228 eV
* HOMO-LUMO gap: 9.56 eV
* energy above the lowest of the compared OMol25 structures with the same formula, charge and spin: 7.666 eV
* net charge: +1

Let us look at the natural (NBO) charges, expressed in e, one per atom: -0.74, -0.96, -0.92, -0.96, -1.01, -0.93, -1.00, -0.98, -0.98, -0.96, -0.98, -0.98, -0.94, -1.02, -0.88, -0.78, -0.06, -0.11, -0.25, 0.52, 0.50, 0.47, 0.52, 0.20, 0.21, 0.44, 0.48, 0.48, 0.39, 0.48, 0.50, 0.50, 0.47, 0.49, 0.51, 0.50, 0.39, 0.48, 0.47, 0.23, 0.47, 0.47, 0.19, 0.48, 0.48, 0.50, 0.53, 0.49, 0.49, 0.23, 0.49, 0.45, 0.48, 0.49, 0.49, 0.48

No. 7
Below is C3H3AlLiO2 as an isolated structure at a distorted geometry, with properties calculated with ωB97M-V/def2-TZVPD.

Geometry (Å):
Al: -0.6672 -1.3477 2.0798
O: 1.9793 0.9571 -0.6007
O: 0.3185 -0.8922 0.6395
C: 2.3765 -0.0229 -0.0420
C: -0.5889 -0.0799 -0.3332
C: -1.1399 1.1444 -0.2748
Li: 1.6634 -2.2356 -0.0611
H: -2.0947 1.3168 -0.7696
H: -1.2471 -0.8083 -0.8329
H: -0.5999 1.9685 0.1949

Atoms 1-2, force components in eV/Å:
-0.19 0.18 0.31
2.80 -5.77 3.55

Properties
* HOMO energy: -12.9 eV
* calculated total energy: -14049.1939 eV
* HOMO-LUMO gap: 8.43 eV
* net charge: +1

Let us look at the natural (NBO) charges, expressed in e, one per atom: 0.94, -0.46, -1.21, 0.45, 0.04, -0.38, 0.96, 0.25, 0.18, 0.23

No. 8
Below is C3H3AuO3 as an isolated structure at a distorted geometry, with properties calculated with ωB97M-V/def2-TZVPD.

Geometry (Å):
Au: -1.2615 -1.5943 -1.2015
O: 1.4627 1.0195 -1.5122
O: -1.1546 -1.3356 0.7213
O: 0.1827 -0.7662 -1.7848
C: 0.3627 0.5439 0.3518
C: 0.4798 0.3439 -1.2164
C: -0.5487 -0.3478 1.1205
H: -0.0174 1.5639 0.5451
H: -0.8405 0.0522 2.1083
H: 1.3349 0.5204 0.8679

Atoms 1-2, force components in eV/Å:
-7.29 -5.40 -0.42
0.30 1.35 -1.48

Properties
* multiplicity: 3
* expectation value of S²: 2.0104
* HOMO energy (alpha / beta): -20.8 / -22.4 eV
* calculated total energy: -12966.7281 eV
* HOMO-LUMO gap (alpha / beta): 9.85 / 8.20 eV
* energy above the lowest of the compared OMol25 structures with the same formula, charge and spin: 0.000 eV
* net charge: +2

Let us look at the natural (NBO) charges, expressed in e, one per atom: 1.40, 0.05, -0.51, -0.57, -0.63, 0.76, 0.53, 0.35, 0.27, 0.37